(1)
92
Properties=species:S:1:pos:R:3:forces:R:3 method="wB97M-V/def2-TZVPD" spin_multiplicity=1 homo_energy_ev="-9.55 / -9.55" charge=+1 homo_lumo_gap_ev="3.267 / 3.257" e_lumo_ev="-6.2869 / -6.2887"
Ru 1.781760 0.431517 -0.040488 -1.9515 -0.3444 0.0068
C -5.630708 -1.277188 0.656609 -0.0022 -0.0026 -0.0237
S -4.915667 -1.373359 2.311549 -0.0095 0.0145 0.0075
C -4.467020 0.364310 2.602392 0.0365 0.0291 -0.0329
C -2.984649 0.682309 2.404885 0.0294 0.0072 0.0181
C -2.533531 0.369439 0.988991 0.1451 -0.0121 0.0096
N -1.087132 0.474122 0.721362 -0.6428 0.1605 -0.0436
P 0.017104 1.749097 0.501832 1.0680 -0.7279 0.0423
C 0.034693 2.713659 2.026233 -0.1343 0.1231 -0.0231
C -0.031054 2.075052 3.265534 -0.0993 -0.0634 -0.0707
C 0.043256 2.814489 4.433715 0.0177 0.0650 0.0048
C 0.197985 4.193736 4.372287 -0.0028 -0.0240 -0.0064
C 0.276529 4.834201 3.142775 0.0176 -0.0033 0.0007
C 0.198637 4.097356 1.971185 -0.0271 -0.0302 0.0468
C -0.595927 2.916114 -0.720915 -0.7274 -0.0974 0.0526
C -1.951046 3.272842 -0.726214 0.2646 -0.0690 -0.0127
C -2.462998 4.104388 -1.700767 -0.0190 0.1569 -0.1332
C -1.614060 4.611713 -2.680482 -0.1761 0.0534 -0.0462
C -0.262918 4.337071 -2.652440 -0.0590 -0.0022 -0.4188
C 0.254671 3.509610 -1.658908 0.5734 -0.5501 -0.0703
P -0.036694 -0.840774 0.576130 1.5810 0.4115 0.5886
C -0.138401 -1.835405 2.079636 -0.4395 -0.0659 -0.0345
C -1.282392 -2.615188 2.280458 0.0447 -0.0076 0.1450
C -1.467903 -3.283537 3.479397 -0.0423 -0.0373 -0.0117
C -0.508475 -3.196492 4.480199 0.0182 0.0184 0.0078
C 0.636988 -2.437734 4.281616 -0.0641 -0.0585 0.0052
C 0.820076 -1.754572 3.088678 0.1104 -0.0369 -0.1055
C -0.731061 -1.911261 -0.698857 -0.1674 -0.0531 0.0358
C -0.260051 -3.215004 -0.831383 -0.0204 0.0772 0.0077
C -0.790164 -4.046166 -1.805995 -0.0098 -0.0165 -0.1067
C -1.797158 -3.585380 -2.643816 -0.0193 -0.0346 -0.0482
C -2.260794 -2.282019 -2.523053 0.0085 -0.0401 -0.1042
C -1.719488 -1.440300 -1.561368 0.0486 -0.0464 -0.0619
H -6.014974 -2.268920 0.422134 0.0078 0.0112 0.0096
H -4.894873 -1.003014 -0.100533 -0.0056 0.0018 0.0159
H -6.461324 -0.573007 0.636914 0.0089 -0.0047 0.0014
H -4.752280 0.591674 3.628469 0.0071 -0.0007 0.0086
H -5.092417 0.985463 1.956907 -0.0073 -0.0204 -0.0015
H -2.391974 0.091120 3.108148 0.0138 0.0040 -0.0173
H -2.814874 1.735554 2.642519 0.0304 0.0234 0.0252
H -3.077697 0.976462 0.265095 -0.0775 0.0294 -0.0427
H -2.803320 -0.665460 0.776956 -0.0209 -0.0461 -0.0037
H -0.149154 0.998684 3.319044 0.0179 0.0063 -0.0142
H -0.011899 2.314589 5.392392 0.0034 0.0099 -0.0275
H 0.259640 4.770407 5.286504 -0.0040 -0.0097 -0.0250
H 0.397279 5.908513 3.095255 0.0088 -0.0175 0.0069
H 0.262024 4.601205 1.014366 0.0102 0.0195 0.0335
H -2.601961 2.916940 0.060542 0.0144 -0.0310 -0.0163
H -3.512490 4.365492 -1.698713 0.0178 0.0041 -0.0136
H -2.009125 5.241757 -3.466054 0.0004 0.0084 0.0183
H 0.402175 4.759063 -3.397775 -0.0051 0.0427 0.0500
H 2.074987 3.611129 -2.271694 0.0642 0.0798 -0.0059
H -2.040017 -2.697921 1.511935 -0.0081 -0.0065 -0.0127
H -2.364591 -3.871141 3.629050 0.0164 0.0051 0.0104
H -0.651745 -3.725052 5.414465 -0.0033 0.0094 -0.0258
H 1.393809 -2.378990 5.053358 -0.0156 0.0057 -0.0158
H 1.716822 -1.170749 2.941043 0.0065 0.0884 -0.0452
H 0.518135 -3.585452 -0.172739 -0.0273 0.0316 0.0113
H -0.417855 -5.057386 -1.910220 -0.0249 0.0148 0.0038
H -2.214495 -4.238631 -3.399472 0.0008 0.0071 0.0267
H -3.038309 -1.917673 -3.182937 -0.0418 -0.0277 0.0065
H -2.066951 -0.415669 -1.489150 -0.0320 -0.0101 0.0725
O -1.523180 -0.801541 -5.674800 0.5611 0.7877 0.8118
C -0.835184 -0.306401 -4.854098 -0.5079 -1.3549 -1.1789
C 0.242300 -0.974703 -3.977561 0.4903 -2.0229 -0.7466
O 0.748268 -2.040663 -4.127444 -0.5956 1.4591 0.3081
C 0.600363 0.074942 -2.911671 2.2109 0.0150 4.2187
C 0.130643 1.265901 -3.356879 -0.7965 -0.6795 -1.1828
O 1.580912 3.282429 -1.513265 -0.1771 0.1495 0.0502
C -0.866685 1.214637 -4.390668 -0.5050 2.7033 0.5736
O -1.620548 2.016442 -4.864005 0.3047 -0.9491 0.0403
O 1.255000 -0.314267 -1.883668 -1.3895 0.4555 -3.4893
Se 2.708795 1.158806 2.024165 0.7767 0.3873 0.9424
C 4.448984 0.514459 2.016891 -0.3509 0.2016 -0.0812
N 5.542718 0.154690 2.076493 0.2024 -0.1379 -0.0521
C 5.744913 0.618151 -2.419973 0.0361 -0.1009 -0.0662
S 3.993482 0.274134 -2.338512 0.1261 0.3961 0.3477
O 3.556587 1.131998 -1.135039 0.3383 -0.3550 -0.2455
C 4.031524 -1.415033 -1.780337 0.0294 -0.0007 0.0000
C 4.493636 -1.705246 -0.503595 -0.0106 0.0067 -0.0262
C 4.426901 -3.013157 -0.046030 -0.0059 0.0119 -0.0510
C 3.921813 -4.008807 -0.874108 0.0151 -0.0092 0.0139
C 3.482810 -3.705406 -2.157267 -0.0275 -0.0075 -0.0289
C 3.527007 -2.397728 -2.618173 -0.0226 -0.0478 0.0940
H 6.187209 0.468844 -1.435660 -0.0543 0.0084 0.0088
H 5.863056 1.650306 -2.744327 -0.0222 -0.0107 0.0272
H 6.182279 -0.060267 -3.153137 0.0162 0.0301 0.0155
H 4.908295 -0.928164 0.121433 -0.0065 0.0205 0.0753
H 4.784974 -3.247065 0.948389 -0.0106 0.0001 -0.0219
H 3.876736 -5.030997 -0.519096 -0.0004 0.0196 -0.0110
H 3.089205 -4.483970 -2.797895 0.0104 -0.0015 0.0122
H 3.142251 -2.147974 -3.596784 0.0601 0.0038 -0.0165

(2)
84
Properties=species:S:1:pos:R:3:forces:R:3 method="wB97M-V/def2-TZVPD" spin_multiplicity=1 homo_energy_ev=-9.51 charge=+1 homo_lumo_gap_ev=6.342 e_lumo_ev=-3.1649
C 4.780745 1.248236 0.755685 -0.3303 -0.2252 0.0438
C 4.707855 0.856462 2.094429 -0.0604 -0.0382 0.0241
C 3.749610 -0.067602 2.513732 -0.1408 -0.1346 -0.2163
C 2.840299 -0.631410 1.596234 0.8296 -0.0500 0.2705
P 1.503399 -1.720004 2.249538 -0.6873 0.6417 -1.2840
C 0.286372 -0.461589 2.875324 -0.1635 -0.2352 0.7646
C -0.846236 -0.922960 3.564634 0.1274 -0.0413 0.0383
C -1.849156 -0.045097 3.973213 0.0715 0.1936 -0.1026
C -1.750079 1.321737 3.687151 0.2047 -0.2706 -0.1363
C -0.625599 1.798372 3.002074 -0.1986 -0.2866 0.0924
C 0.387201 0.918215 2.608059 0.2848 -0.1096 0.0088
C 0.643988 -2.341167 0.760453 0.1681 -0.5555 -0.1602
C 1.196795 -3.485381 0.172203 -0.1106 0.0342 0.1782
C 0.594875 -4.082558 -0.928719 -0.0816 0.0711 -0.2079
C -0.544333 -3.514089 -1.505976 0.2875 0.0658 0.2974
C -1.058207 -2.332075 -0.968905 0.1480 0.0132 0.0190
C -0.473943 -1.739990 0.154195 -0.0116 -0.0402 0.2797
C 2.205898 -3.258982 3.547200 0.2990 2.0522 -0.2918
C 1.405347 -3.050116 4.748744 -1.1745 0.7195 1.6585
N 0.728530 -2.812504 5.669636 1.3178 -0.4742 -1.7986
C 2.933256 -0.244453 0.244203 -0.1613 -0.2139 0.0911
C 3.888296 0.696445 -0.166320 -0.1171 -0.1197 0.2371
H 5.517478 1.986520 0.435016 -0.2151 -0.2510 0.1107
H 5.396764 1.287655 2.819109 -0.1773 -0.1365 -0.1275
H 3.692713 -0.349842 3.565351 0.0703 0.1401 -0.1434
H -0.919876 -1.978136 3.811144 -0.1619 0.1535 -0.0317
H -2.708705 -0.426071 4.524763 0.2484 0.0674 -0.1781
H -2.549066 2.006801 3.991308 0.3916 -0.2834 -0.1046
H -0.545577 2.864613 2.779075 0.0832 -0.3927 0.0344
H 1.259565 1.323119 2.099302 -0.1648 -0.1219 0.0619
H 2.107659 -3.899903 0.597519 -0.1690 -0.1537 -0.1475
H 1.022495 -4.992458 -1.338648 -0.0065 0.1117 0.0400
H -1.008894 -3.984981 -2.375833 0.1207 0.2000 0.3320
H -1.924162 -1.865501 -1.434215 0.1763 -0.0438 0.1619
H -0.895040 -0.817427 0.553635 0.0673 -0.2680 -0.0350
H 3.200445 -2.800732 3.656093 -0.2812 -0.0450 0.3443
H 2.254446 -0.672429 -0.497589 0.1879 0.1358 0.2636
H 3.925763 1.007426 -1.212378 -0.0345 -0.1799 0.3308
C -1.959504 -7.675837 7.930077 0.3418 0.3152 -0.5665
O -1.361059 -7.044682 6.771912 -0.1147 -0.1610 0.4880
C -0.014386 -6.840932 6.760613 0.9636 0.2939 -0.3094
C 0.526579 -6.181540 5.616827 -0.7677 -0.7990 1.0017
C 1.899396 -6.007021 5.517525 0.6790 -0.0108 0.9566
C 2.712175 -6.449983 6.607170 0.0106 -0.1485 -0.7440
C 2.213546 -7.079952 7.739456 -0.4435 -0.0137 0.0199
C 0.832861 -7.270899 7.823719 -0.0207 0.2635 -0.4680
N 4.034055 -6.232792 6.260670 0.3244 0.2469 -0.5220
C 5.175875 -6.623850 7.066027 0.2278 -0.0961 -0.1152
C 4.087701 -5.663662 5.008970 -0.4892 0.2516 0.6525
C 2.809480 -5.448605 4.533965 -0.1789 -0.1065 0.4331
C 2.436469 -4.747935 3.247205 -0.1198 -1.6878 -1.0676
C 3.498350 -5.042215 2.201631 0.5592 0.5898 -0.1743
C 4.738855 -4.419910 2.179254 -0.8054 -0.3821 -0.6233
N 5.430659 -4.802674 1.054192 -0.0165 0.0933 0.3169
C 6.730053 -4.286838 0.674832 -0.0236 0.1424 0.1956
C 4.669011 -5.707116 0.334986 -0.4470 0.0755 0.9078
C 3.462706 -5.959134 1.064126 0.9280 1.2255 0.0034
C 2.554734 -6.897741 0.575049 0.0134 -0.9698 -1.0445
C 2.882376 -7.553098 -0.647232 -0.2496 0.4698 1.1804
O 2.155189 -8.574797 -1.167126 -0.3311 -0.2432 0.0550
C 1.161713 -9.245998 -0.368082 0.4126 0.4863 -0.2933
C 4.030744 -7.198317 -1.410007 -0.2390 0.0984 0.6888
C 4.944587 -6.292582 -0.895148 -0.4128 -0.2989 -0.3593
H -3.023973 -7.690172 7.695048 0.1474 -0.0584 0.1714
H -1.587135 -8.702037 8.065155 -0.0806 0.2673 -0.0920
H -1.777154 -7.092085 8.844585 -0.0554 -0.1058 -0.2802
H -0.139921 -5.863784 4.826838 -0.1629 -0.0084 0.0408
H 2.887377 -7.422781 8.529920 -0.4132 0.0858 -0.2420
H 0.409266 -7.755188 8.706143 0.1840 0.1738 -0.3814
H 4.825656 -6.821293 8.084752 0.2669 0.1437 -0.2656
H 5.661355 -7.533750 6.675983 -0.2462 0.2567 0.1316
H 5.920720 -5.816366 7.078026 -0.2420 -0.2122 0.1076
H 5.031618 -5.387434 4.548549 -0.1990 -0.2528 0.2331
H 1.504658 -5.202508 2.885643 -0.0315 0.1836 0.0885
H 5.163693 -3.734477 2.915034 -0.0399 -0.1275 -0.4805
H 7.018323 -4.711484 -0.285071 0.0490 0.1113 0.1342
H 6.683430 -3.197614 0.598928 0.0603 -0.0676 -0.1616
H 7.485122 -4.536463 1.426097 -0.0592 -0.1015 -0.1488
H 1.667591 -7.164275 1.161009 0.3334 0.0466 -0.3896
H 0.823890 -10.069286 -1.002081 -0.0268 0.1718 0.2520
H 1.596795 -9.634095 0.564704 -0.0698 0.1402 -0.2350
H 0.327620 -8.566633 -0.143271 0.1228 -0.2163 -0.0212
H 4.175347 -7.694382 -2.367992 0.0431 0.1022 0.2714
H 5.839790 -6.033760 -1.444159 -0.0173 -0.0964 -0.0625

Q: What is the charge in the first record?
A: +1